No. 1
Formula: C26H74N6O8
Source: the OMol25 dataset
Level of theory: the ωB97M-V functional and the def2-TZVPD basis

Properties
HOMO energy = -9.2 eV
gap between HOMO and LUMO = 9.661 eV
SMILES = COC[C@H](C)N.COC[C@H](C)N.COC[C@H](C)N.COC[C@H](C)N.COC[C@H](C)N.COC[C@H](C)N.CO.CO
energy above the lowest of the compared OMol25 structures with the same formula, charge and spin = 1.072 eV
E_LUMO = 0.503 eV

The geometry in XYZ format:
```
114
C26H74N6O8 (the ωB97M-V functional and the def2-TZVPD basis)
C 0.97 -3.38 -1.05
O 1.98 -3.30 -2.02
C 2.87 -4.39 -1.93
C 3.78 -4.39 -3.12
C 4.69 -5.61 -3.13
N 4.58 -3.15 -3.09
H 0.30 -4.22 -1.25
H 0.36 -2.48 -1.12
H 1.39 -3.39 -0.04
H 3.49 -4.30 -1.02
H 2.32 -5.34 -1.83
H 3.14 -4.40 -4.02
H 5.12 -5.77 -2.15
H 5.49 -5.45 -3.85
H 4.12 -6.50 -3.43
H 5.10 -3.05 -3.96
H 3.95 -2.35 -3.05
C -0.32 6.40 2.71
O -1.55 5.83 3.07
C -2.48 5.86 2.00
C -3.59 4.86 2.22
C -3.02 3.46 2.46
N -4.46 4.94 1.02
H 0.41 6.16 3.48
H -0.39 7.50 2.64
H 0.02 5.98 1.76
H -2.89 6.88 1.92
H -1.98 5.60 1.05
H -4.17 5.16 3.10
H -2.40 3.43 3.36
H -2.46 3.11 1.60
H -3.84 2.76 2.66
H -3.90 4.68 0.20
H -5.15 4.19 1.10
C -1.32 -3.88 1.58
O -0.52 -4.94 1.13
C -0.58 -6.08 1.97
C 0.52 -7.03 1.53
C 1.89 -6.37 1.54
N 0.27 -7.58 0.18
H -1.30 -3.13 0.79
H -0.92 -3.38 2.47
H -2.36 -4.15 1.79
H -0.50 -5.79 3.02
H -1.55 -6.57 1.79
H 0.55 -7.86 2.24
H 2.20 -5.97 2.50
H 1.93 -5.56 0.81
H 2.63 -7.11 1.22
H 0.04 -6.79 -0.42
H -0.56 -8.16 0.20
C 4.34 1.20 4.76
O 3.38 0.32 4.25
C 3.97 -0.74 3.50
C 2.88 -1.52 2.85
C 1.97 -2.16 3.87
N 3.52 -2.62 2.07
H 5.02 0.71 5.46
H 3.82 2.00 5.30
H 4.91 1.71 3.97
H 4.64 -0.31 2.74
H 4.57 -1.36 4.17
H 2.32 -0.88 2.17
H 1.55 -1.42 4.55
H 2.57 -2.84 4.47
H 1.15 -2.69 3.38
H 4.18 -2.22 1.40
H 2.80 -3.07 1.52
C 1.17 3.31 -0.63
O 2.29 3.03 0.17
C 2.04 2.04 1.13
C 1.13 2.51 2.27
C 1.76 3.63 3.06
N 0.82 1.34 3.11
H 1.52 3.90 -1.47
H 0.44 3.93 -0.09
H 0.67 2.40 -0.97
H 1.66 1.12 0.68
H 3.01 1.77 1.56
H 0.17 2.87 1.88
H 1.20 3.83 3.97
H 1.89 4.54 2.47
H 2.77 3.34 3.38
H 1.67 0.96 3.54
H 0.17 1.55 3.86
C -1.74 1.39 -4.57
O -2.63 2.33 -5.14
C -3.25 1.83 -6.28
C -4.39 2.73 -6.67
C -5.43 2.81 -5.56
N -5.01 2.22 -7.89
H -0.96 1.10 -5.27
H -2.29 0.50 -4.24
H -1.27 1.86 -3.70
H -2.54 1.72 -7.12
H -3.67 0.81 -6.15
H -3.98 3.75 -6.80
H -5.77 1.80 -5.31
H -6.27 3.44 -5.88
H -5.02 3.25 -4.66
H -4.32 2.22 -8.64
H -5.68 2.92 -8.21
C -1.18 -0.28 0.72
O -0.17 -0.77 1.58
H -0.97 0.75 0.41
H -1.23 -0.93 -0.15
H -2.17 -0.24 1.21
H 0.17 -0.02 2.12
C -4.24 3.01 -2.09
O -3.33 4.01 -1.65
H -5.16 3.43 -2.50
H -3.78 2.40 -2.87
H -4.48 2.36 -1.25
H -3.08 4.53 -2.41
```

=====

No. 2
Formula: C2H2F2
Source: the OMol25 dataset
Level of theory: the ωB97M-V functional and the def2-TZVPD basis

Properties
HOMO energy (alpha / beta) = -9.9 / -9.9 eV
gap between HOMO and LUMO (alpha / beta) = 7.748 / 7.754 eV
energy above the lowest of the compared OMol25 structures with the same formula, charge and spin = 5.290 eV
E_LUMO (alpha / beta) = -2.185 / -2.183 eV

The geometry in XYZ format:
```
6
C2H2F2 (the ωB97M-V functional and the def2-TZVPD basis)
C -0.85 0.08 0.03
C 0.38 0.41 -0.03
F 1.39 1.17 0.06
F 1.98 -1.60 -0.07
H -1.34 -0.91 0.29
H -1.56 0.85 -0.29
```

=====

No. 3
Formula: C35H38N5PPtS
Source: the OMol25 dataset
Level of theory: the ωB97M-V functional and the def2-TZVPD basis

Properties
HOMO energy (alpha / beta) = -12.5 / -13.2 eV
gap between HOMO and LUMO (alpha / beta) = 7.646 / 6.552 eV
multiplicity = 3
energy above the lowest of the compared OMol25 structures with the same formula, charge and spin = 0.767 eV
E_LUMO (alpha / beta) = -4.839 / -6.611 eV
total charge = +2

The geometry in XYZ format:
```
81
C35H38N5PPtS (the ωB97M-V functional and the def2-TZVPD basis)
Pt 0.28 -0.38 -0.39
N -3.23 1.82 1.15
C -1.77 2.10 0.92
C -1.07 2.31 2.25
C 0.44 2.40 2.01
N 0.95 1.10 1.54
C 0.74 3.51 1.01
C -0.05 3.41 -0.30
N 0.40 2.26 -1.10
C -1.56 3.30 0.00
H -3.33 0.88 1.57
H -3.75 1.84 0.26
H -3.64 2.52 1.79
H -1.33 1.22 0.43
H -1.29 1.48 2.93
H -1.41 3.24 2.72
H 0.91 2.67 2.96
H 0.84 0.42 2.29
H 1.95 1.19 1.38
H 1.81 3.51 0.78
H 0.51 4.47 1.48
H 0.10 4.35 -0.86
H 1.34 2.46 -1.41
H -0.17 2.21 -1.95
H -2.10 3.16 -0.93
H -1.90 4.22 0.47
C -1.72 -1.18 -7.02
C -1.66 0.12 -6.55
C -1.52 0.35 -5.19
C -1.44 -0.72 -4.31
C -1.50 -2.02 -4.79
C -1.64 -2.25 -6.15
P -1.18 -0.44 -2.51
C 0.09 -1.76 -2.25
C 1.40 -1.41 -2.65
C 2.40 -2.37 -2.71
C 2.10 -3.69 -2.39
C 0.81 -4.05 -2.02
C -0.19 -3.10 -1.94
C -2.70 -1.08 -1.75
C -3.85 -1.29 -2.48
C -5.04 -1.64 -1.84
C -5.09 -1.75 -0.48
C -3.93 -1.53 0.31
C -3.96 -1.63 1.71
C -2.82 -1.46 2.45
C -1.61 -1.15 1.81
C -1.54 -0.99 0.45
C -2.71 -1.19 -0.34
H -1.82 -1.36 -8.08
H -1.74 0.95 -7.23
H -1.49 1.37 -4.81
H -1.46 -2.86 -4.10
H -1.69 -3.26 -6.51
H 1.61 -0.39 -2.97
H 3.40 -2.08 -2.99
H 2.88 -4.44 -2.43
H 0.59 -5.08 -1.80
H -1.19 -3.38 -1.64
H -3.84 -1.18 -3.55
H -5.93 -1.82 -2.43
H -6.00 -2.01 0.02
H -4.89 -1.88 2.20
H -2.83 -1.59 3.52
H -0.72 -1.07 2.42
N 3.61 0.69 -0.42
C 3.46 -0.61 -0.11
N 2.32 -1.13 0.24
C 2.44 -2.47 0.56
C 1.42 -3.30 1.00
C 1.69 -4.63 1.21
C 2.97 -5.14 1.01
C 4.02 -4.32 0.63
C 3.74 -2.98 0.41
S 4.83 -1.70 -0.08
H 2.78 1.22 -0.64
H 4.48 1.00 -0.82
H 0.43 -2.89 1.14
H 0.91 -5.29 1.54
H 3.16 -6.20 1.14
H 5.01 -4.71 0.49
```

=====

Q: Which value of energy above the lowest of the compared OMol25 structures with the same formula, charge and spin does entry 2 give?
A: 5.290 eV